Entry 1:
The following is a DFT calculation (the ωB97M-V functional and the def2-TZVPD basis) of 12 unconnected molecules or ions with the total composition C5H33NO13.

Last column: Mulliken charge in e.
Element x y z (Å)
O: -2.947 -2.582 3.405  -0.663
O: -0.321 -1.961 3.830  -0.673
O: 2.137 -2.744 2.266  -0.632
O: 0.712 -4.663 0.519  -0.692
O: 1.044 2.415 -3.108  -0.576
O: 3.767 1.538 1.385  -0.595
O: -3.787 0.882 -0.479  -0.621
O: 2.211 3.733 0.956  -0.615
O: 3.712 -0.947 0.968  -0.635
O: -3.176 1.127 -3.697  -0.633
O: -2.437 -1.217 -1.310  -0.627
O: -1.045 -0.805 1.314  -0.528
O: -3.123 3.534 -0.526  -0.661
N: -0.226 0.174 -0.491  0.523
C: 0.349 1.275 -2.654  0.627
C: 0.521 0.072 -3.579  -1.306
C: -0.116 -0.140 0.855  0.754
C: 0.809 0.923 -1.225  -0.547
C: 1.090 0.316 1.592  -1.083
H: 1.561 -4.617 0.071  0.339
H: 3.899 -1.466 0.180  0.249
H: -2.589 -3.387 3.015  0.355
H: 0.141 -3.939 0.255  0.320
H: 1.682 -3.464 1.804  0.348
H: 0.543 0.345 -4.636  0.432
H: 3.266 -1.582 1.576  0.344
H: -0.462 -1.568 2.966  0.375
H: 1.697 4.122 1.675  0.301
H: 4.275 1.179 2.123  0.282
H: -2.907 -1.939 2.690  0.300
H: -3.804 1.840 -0.286  0.347
H: -1.080 -0.104 -1.052  0.274
H: -0.700 1.574 -2.524  -0.147
H: -3.597 0.361 0.306  0.254
H: 3.019 3.468 1.428  0.301
H: -3.258 -0.675 -1.285  0.384
H: -2.224 3.864 -0.431  0.306
H: -2.691 -1.927 -0.705  0.262
H: 1.160 1.693 -0.536  0.346
H: 1.873 -0.446 1.543  0.141
H: 3.662 0.768 0.817  0.320
H: -3.372 3.759 -1.431  0.341
H: -2.977 0.813 -2.811  0.297
H: 1.427 1.344 1.414  0.446
H: 1.482 -0.407 -3.366  0.389
H: -1.163 -2.200 4.238  0.355
H: -2.345 1.429 -4.071  0.307
H: 1.606 0.159 -1.272  0.255
H: -0.320 -0.631 -3.590  0.328
H: 0.821 0.504 2.638  0.397
H: 0.544 2.767 -3.850  0.374
H: 1.657 -2.567 3.086  0.260

Values from the calculation:
Orbital gap (spin up / spin down) = 10.59 / 5.60 eV
2S+1 = 2
Charge = +1
Energy above the lowest of the compared OMol25 structures with the same formula, charge and spin = 4.99 kcal per mole

Entry 2:
The following is a DFT calculation (the ωB97M-V functional and the def2-TZVPD basis) of 3 unconnected molecules or ions with the total composition C7H6BrFO3.

Last column: Mulliken charge in e.
Element x y z (Å)
Br: 13.666 -12.269 -25.076  -0.917
F: 9.402 -10.100 -20.243  -0.330
O: 17.207 -11.083 -24.882  -0.464
O: 17.726 -12.911 -26.130  -0.728
O: 19.289 -11.391 -25.547  -0.776
C: 18.141 -11.893 -25.534  0.656
C: 10.443 -10.420 -22.339  -0.494
C: 10.364 -10.869 -23.646  -0.276
C: 8.151 -11.098 -21.970  -0.438
C: 8.122 -11.639 -23.238  -0.296
C: 9.338 -10.544 -21.535  0.518
C: 9.205 -11.491 -24.081  -0.463
H: 16.283 -11.396 -24.954  0.283
H: 11.382 -9.998 -22.007  0.420
H: 7.298 -11.133 -21.305  0.380
H: 11.229 -10.908 -24.305  0.240
H: 7.209 -12.062 -23.644  0.321
H: 9.166 -11.920 -25.074  0.366

Values from the calculation:
Orbital gap = 5.32 eV
Charge = -2

Entry 3:
The following is a DFT calculation (the ωB97M-V functional and the def2-TZVPD basis) of a molecular structure, C5H9NO2Si.

Last column: Mulliken charge in e.
Element x y z (Å)
Si: 0.206 -0.731 -0.131  0.552
O: 1.746 -1.507 -0.197  -0.412
O: 4.710 -0.297 0.552  -0.359
N: 2.464 -0.304 -0.199  0.212
C: 1.464 0.629 -0.391  0.209
C: -0.487 -1.079 1.660  -1.170
C: 3.553 -0.456 0.580  0.203
C: 1.596 2.093 -0.116  -1.381
C: -1.102 -0.768 -1.387  -1.024
H: 2.406 2.609 -0.386  0.500
H: 0.759 2.505 -0.589  0.361
H: 0.233 -1.207 2.381  0.379
H: -2.029 -0.584 -0.870  0.294
H: -0.824 0.173 -2.051  0.280
H: -1.262 -1.897 1.755  0.304
H: -1.026 -0.248 1.916  0.412
H: 1.552 2.322 1.000  0.262
H: -1.192 -1.522 -2.187  0.379

Values from the calculation:
Orbital gap (spin up / spin down) = 7.63 / 7.54 eV
Energy above the lowest of the compared OMol25 structures with the same formula, charge and spin = 126.49 kcal per mole

Entry 4:
The following is a DFT calculation (the ωB97M-V functional and the def2-TZVPD basis) of 16 unconnected molecules or ions with the total composition C22H76N2O16.

Last column: Mulliken charge in e.
Element x y z (Å)
O: -3.491 -0.045 -0.779  -0.557
O: 0.988 -2.854 -0.912  -0.148
O: 2.808 -0.204 2.549  -0.525
O: -0.902 4.379 1.165  -0.660
O: -1.208 -2.392 3.804  -0.594
O: -1.646 3.496 -3.311  -0.612
O: 1.593 4.099 2.524  -0.701
O: 3.622 1.899 -0.327  -0.670
O: -0.086 -0.392 -5.669  -0.576
O: -1.135 -4.473 -3.227  -0.572
O: 2.717 0.938 -2.498  -0.303
O: -3.440 -4.033 -1.051  -0.694
O: 0.805 3.153 -2.260  -0.571
O: -0.643 -0.559 -1.200  1.304
O: 0.621 -4.760 3.270  -0.677
O: -3.393 -0.779 3.368  -0.538
N: 4.260 2.190 1.882  -0.153
N: 4.558 3.800 0.454  -0.268
C: 2.345 -4.995 1.746  -1.667
C: -0.003 -1.891 4.408  -0.340
C: -3.741 -0.644 -2.053  -0.443
C: 1.231 3.772 -1.091  0.142
C: 2.078 -2.725 -1.694  -0.800
C: 0.245 2.872 4.183  -1.207
C: -3.980 2.831 -3.267  -1.552
C: 0.101 0.133 -0.249  -0.119
C: -2.277 -3.555 -0.472  0.783
C: -0.630 -3.210 -3.622  -0.514
C: -2.465 -3.338 1.060  -1.100
C: 1.250 2.818 3.048  0.020
C: 1.157 -4.226 2.106  1.417
C: 3.850 0.293 -3.158  -1.086
C: -3.328 0.553 3.095  0.004
C: -2.510 2.374 -3.282  0.873
C: -0.282 -0.505 1.111  1.851
C: 3.267 -0.922 1.478  -0.145
C: -1.723 3.230 1.201  0.580
C: 0.065 0.092 -4.359  0.565
C: 4.173 2.615 0.694  0.120
C: -2.738 3.359 0.083  -1.118
H: 3.010 -0.729 3.299  0.246
H: -2.300 1.910 -2.373  -0.583
H: -2.511 -0.990 3.619  0.338
H: -0.378 -5.001 -3.000  0.293
H: 3.201 -0.268 0.581  -0.152
H: -4.670 2.061 -3.350  0.461
H: 0.627 -2.614 4.988  0.336
H: 0.501 -2.032 -0.912  -0.310
H: 1.468 2.471 -2.442  0.313
H: 4.112 -0.607 -2.669  0.301
H: 4.660 1.010 -3.188  0.377
H: 0.843 -0.519 -3.789  -0.211
H: -3.473 2.512 0.020  0.056
H: 0.215 -1.362 1.323  -0.364
H: -2.316 0.907 2.982  -0.266
H: -1.152 -2.792 -4.423  0.499
H: -1.506 -3.453 1.599  0.028
H: -1.080 2.361 0.946  -0.273
H: 0.536 -1.305 3.724  -0.136
H: -1.545 -0.435 -0.973  -1.325
H: 2.361 3.924 1.988  0.393
H: -2.796 -1.044 -2.480  0.010
H: 0.827 2.241 2.223  0.027
H: -2.830 -2.366 1.111  0.184
H: 2.120 2.251 3.297  0.633
H: 1.435 -3.255 2.373  -0.325
H: 2.181 -6.049 1.584  0.356
H: 0.403 -3.376 -4.017  0.372
H: -1.330 -0.715 1.143  -0.064
H: -3.770 1.155 3.928  0.355
H: 0.669 -0.038 -6.206  0.347
H: 2.282 4.172 -1.039  -0.044
H: -0.068 0.182 1.915  -0.402
H: 4.928 4.442 1.167  0.210
H: -0.627 -2.525 -2.828  -0.014
H: -2.022 -2.627 -0.952  -0.516
H: -0.262 1.127 -0.391  -0.398
H: -1.530 -4.278 -0.703  0.438
H: 4.371 4.142 -0.493  0.277
H: 4.629 2.772 2.631  0.284
H: 2.878 -2.153 -1.298  0.155
H: -2.162 3.385 -0.819  0.168
H: -0.183 1.911 4.253  0.165
H: -0.064 4.134 1.681  0.467
H: 0.627 3.170 5.151  0.383
H: -0.164 -4.196 3.460  0.413
H: -0.816 3.273 -2.841  0.478
H: 1.130 3.108 -0.201  -0.173
H: 1.131 0.306 -0.428  0.145
H: 2.914 -4.511 0.966  0.342
H: -2.270 1.751 -4.100  0.463
H: 2.521 -1.672 1.378  -0.159
H: -4.424 -1.466 -2.052  0.387
H: -0.522 3.567 3.819  0.277
H: 2.722 -3.635 -1.632  0.389
H: 0.531 4.666 -0.972  0.337
H: -3.209 4.289 0.192  0.524
H: -2.260 3.012 2.157  0.309
H: 4.263 -1.358 1.604  0.538
H: 3.797 1.298 2.063  0.060
H: -1.803 -2.674 4.539  0.249
H: -3.413 -4.044 -1.994  0.386
H: -3.239 -4.048 1.431  0.515
H: -0.309 -1.229 5.240  0.394
H: -0.871 -0.028 -3.751  -0.654
H: 1.921 -2.492 -2.734  0.200
H: 3.620 0.119 -4.176  0.290
H: 0.322 1.162 -4.309  0.505
H: -3.874 0.779 2.186  0.214
H: -4.226 3.515 -4.112  0.360
H: -4.153 0.673 -0.637  0.261
H: -4.206 3.354 -2.364  0.251
H: 3.052 -4.871 2.555  0.464
H: -4.222 0.028 -2.715  0.115
H: 3.140 1.385 -1.728  0.531
H: 0.546 -4.129 1.225  -0.248

Values from the calculation:
Orbital gap = 8.88 eV
Energy above the lowest of the compared OMol25 structures with the same formula, charge and spin = 0.00 kcal per mole